Density functional theory data (ωB97M-V/def2-TZVPD) for C24H52N4O32S7 as an isolated structure.

The geometry in XYZ format:
```
119
Properties=species:S:1:pos:R:3
C 27.036 -0.203 -14.309
O 27.413 -1.286 -13.847
N 26.039 0.050 -15.046
N 27.605 0.919 -13.987
H 25.801 1.009 -15.259
H 25.350 -0.688 -15.021
H 27.172 1.767 -14.324
H 28.509 0.810 -13.549
C 25.108 -4.708 -9.972
O 25.400 -3.706 -9.366
N 25.340 -4.811 -11.268
N 24.487 -5.734 -9.507
H 25.816 -4.087 -11.788
H 24.902 -5.591 -11.737
H 24.330 -6.547 -10.086
H 24.207 -5.803 -8.539
C 19.965 2.095 -15.174
C 20.145 1.103 -16.343
O 20.983 1.674 -17.301
S 21.648 3.140 -16.837
O 21.531 4.191 -17.905
O 22.986 2.857 -16.279
O 20.417 3.300 -15.716
H 20.620 1.693 -14.401
H 18.896 2.127 -14.963
H 19.320 1.139 -17.053
H 20.469 0.105 -16.050
C 17.924 -4.709 -13.656
C 18.590 -5.795 -12.808
O 20.031 -5.699 -12.996
S 20.361 -4.668 -14.242
O 20.220 -5.450 -15.468
O 21.552 -3.853 -14.047
O 18.999 -3.779 -13.963
H 17.165 -4.136 -13.123
H 17.519 -5.069 -14.602
H 18.400 -6.791 -13.207
H 18.279 -5.638 -11.775
C 22.507 -1.787 -19.659
C 21.013 -2.009 -19.808
O 20.485 -0.820 -20.415
S 21.523 -0.385 -21.535
O 21.526 0.988 -21.916
O 21.612 -1.305 -22.679
O 22.815 -0.684 -20.514
H 23.062 -2.646 -20.037
H 22.914 -1.465 -18.700
H 20.525 -2.325 -18.886
H 20.774 -2.717 -20.602
C 29.776 -2.563 -17.474
C 28.928 -1.852 -18.578
O 27.745 -2.564 -18.689
S 27.792 -4.107 -18.070
O 28.346 -5.021 -19.075
O 26.583 -4.446 -17.380
O 28.978 -3.677 -17.003
H 29.963 -1.897 -16.632
H 30.729 -2.866 -17.907
H 29.513 -1.706 -19.486
H 28.723 -0.827 -18.267
C 23.824 7.758 -15.215
C 24.066 8.189 -13.777
O 25.109 7.335 -13.424
S 26.200 7.084 -14.664
O 26.898 5.812 -14.578
O 26.978 8.306 -14.986
O 24.910 7.035 -15.694
H 23.635 8.590 -15.893
H 22.952 7.114 -15.330
H 23.263 7.982 -13.070
H 24.479 9.190 -13.647
C 29.737 -1.088 -9.334
C 29.172 -0.103 -8.269
O 30.270 0.216 -7.422
S 31.772 -0.202 -7.969
O 32.692 -0.722 -6.935
O 32.283 0.815 -8.886
O 30.968 -1.526 -8.729
H 30.153 -0.700 -10.264
H 29.121 -1.976 -9.469
H 28.478 -0.752 -7.736
H 28.646 0.827 -8.483
C 32.887 -3.289 -13.690
C 33.266 -4.387 -14.722
O 33.871 -3.824 -15.873
S 34.528 -2.276 -15.498
O 34.352 -1.352 -16.616
O 35.797 -2.390 -14.798
O 33.286 -2.082 -14.398
H 33.364 -3.301 -12.710
H 31.828 -3.371 -13.447
H 32.351 -4.949 -14.907
H 33.930 -5.144 -14.304
C 32.233 4.474 -13.786
C 32.089 5.479 -12.665
C 31.292 4.790 -11.519
O 31.155 3.529 -11.966
C 32.152 3.216 -12.969
H 33.128 4.502 -14.409
H 31.458 4.598 -14.543
H 31.740 6.454 -13.003
H 33.021 5.606 -12.114
H 30.326 5.290 -11.442
H 31.745 4.893 -10.533
H 31.799 2.335 -13.505
H 33.112 2.918 -12.548
C 25.510 3.908 -10.110
C 24.375 3.779 -11.045
C 23.498 2.738 -10.357
O 23.746 3.055 -8.995
C 25.010 3.680 -8.787
H 25.876 4.932 -10.191
H 26.408 3.344 -10.360
H 24.678 3.383 -12.014
H 23.777 4.689 -10.981
H 24.000 1.775 -10.447
H 22.461 2.582 -10.655
H 25.540 2.957 -8.166
H 24.871 4.597 -8.214
```

orbital gap	9.0	eV
calculated total energy	-173044.848	eV
HOMO energy	-9.3	eV
LUMO level	-0.32	eV